ORCA calculation (ωB97M-V/def2-TZVPD) on one molecule with the formula C4H5NO2.

XYZ file:
```
12
Properties=species:S:1:pos:R:3
O -2.258 0.287 0.946
C -1.640 -0.302 0.095
C -0.385 0.257 -0.564
C 0.552 0.952 0.437
N 1.543 -0.083 0.758
C 1.374 -0.995 -0.100
O 0.383 -0.866 -1.027
H -1.931 -1.311 -0.262
H -0.663 0.872 -1.426
H 1.066 1.817 0.004
H 0.008 1.280 1.326
H 1.953 -1.908 -0.186
```

Results
* energy relative to the best compared isomer or geometry (same formula, charge and spin): 28.4 kcal/mol
* LUMO: 0.67 eV
* largest force on an atom: 0.011 hartree/bohr
* HOMO energy: -9.94 eV
* frontier orbital gap: 10.6 eV
* SMILES: O=C[C@H]1CN=CO1


ORCA calculation (ωB97M-V/def2-TZVPD) on C5H8NO as an isolated structure at a distorted geometry.

XYZ file:
```
15
Properties=species:S:1:pos:R:3
C 0.918 -0.293 -0.452
C -0.738 -0.237 0.739
C -0.435 -0.899 -0.651
C -1.169 -0.419 -1.961
C 1.094 1.023 1.835
N 0.703 0.213 0.743
O -1.549 0.037 1.581
H 1.810 -0.207 -0.936
H -0.629 -1.941 -0.675
H -0.564 0.443 -2.394
H -2.083 -0.127 -1.683
H -1.101 -1.344 -2.528
H 2.076 1.440 1.530
H 1.299 0.589 2.767
H 0.369 1.723 2.083
```

Results
* energy relative to the best compared isomer or geometry (same formula, charge and spin): 47.1 kcal/mol
* LUMO: -5.74 eV
* largest force on an atom: 0.100 hartree/bohr
* HOMO energy: -15.84 eV
* frontier orbital gap: 10.1 eV
* charge: +1


ORCA calculation (ωB97M-V/def2-TZVPD) on a 2-piece molecular cluster, CHF3N2 overall at a distorted geometry.

XYZ file:
```
7
Properties=species:S:1:pos:R:3
C -1.016 0.519 0.166
N -0.201 -0.343 -0.010
N -3.160 -0.028 0.512
F -1.111 1.800 0.350
F -3.740 0.554 -0.579
F -3.122 -1.344 0.179
H 0.804 -0.224 -0.092
```

Results
* energy relative to the best compared isomer or geometry (same formula, charge and spin): 0.0 kcal/mol
* LUMO (spin up / spin down): 1.22 / -1.89 eV
* largest force on an atom: 0.058 hartree/bohr
* HOMO energy (spin up / spin down): -7.82 / -11.98 eV
* multiplicity: 3
* frontier orbital gap (spin up / spin down): 9.0 / 10.1 eV


ORCA calculation (ωB97M-V/def2-TZVPD) on a 12-piece molecular cluster, C36H96F2O46P10 overall at a distorted geometry.

XYZ file:
```
190
Properties=species:S:1:pos:R:3
C -1.402 5.962 5.236
C -2.907 5.993 5.550
O -3.438 5.067 4.593
C -2.533 4.429 3.949
O -2.727 3.804 2.903
O -1.350 4.839 4.386
F -3.487 7.180 5.094
H -1.079 5.972 6.277
H -1.155 6.905 4.749
H -3.255 5.798 6.564
C -5.184 -7.496 0.026
C -4.381 -6.287 -0.255
O -4.146 -5.810 0.988
C -5.038 -6.169 1.815
O -5.126 -5.782 2.980
O -5.846 -7.070 1.261
F -5.103 -5.413 -0.945
H -4.677 -8.436 0.247
H -5.948 -7.616 -0.741
H -3.478 -6.542 -0.809
C 0.797 1.955 -5.386
O 0.569 3.372 -5.453
P 1.137 4.291 -6.656
O 0.787 5.741 -6.455
O 2.731 3.961 -6.810
C 3.530 4.582 -7.855
O 0.490 3.617 -7.999
C -0.878 3.850 -8.307
H 0.868 1.441 -4.428
H 1.815 1.917 -5.774
H 0.206 1.398 -6.113
H 3.968 3.808 -8.486
H 4.359 5.181 -7.478
H 2.995 5.224 -8.555
H -1.372 2.958 -7.923
H -0.919 3.965 -9.390
H -1.382 4.755 -7.966
C 0.804 -3.454 -0.507
O -0.279 -2.670 -0.212
P -0.165 -1.422 0.764
O 0.574 -1.613 2.012
O 0.459 -0.221 -0.165
C 0.644 1.134 0.265
O -1.725 -1.008 1.000
C -2.527 -0.660 -0.094
H 0.561 -4.496 -0.714
H 1.469 -3.482 0.356
H 1.292 -2.982 -1.360
H 0.299 1.239 1.293
H 0.046 1.919 -0.198
H 1.719 1.317 0.253
H -1.887 -0.264 -0.882
H -3.364 -0.034 0.215
H -2.957 -1.555 -0.545
C -3.762 -0.604 5.551
O -5.008 -0.589 6.266
P -4.968 0.314 7.615
O -5.361 1.761 7.559
O -5.900 -0.568 8.600
C -5.499 -1.857 9.055
O -3.514 0.119 8.300
C -2.552 1.179 8.334
H -2.855 -0.463 6.139
H -3.888 0.148 4.772
H -3.593 -1.554 5.045
H -5.339 -1.782 10.131
H -4.500 -2.049 8.663
H -6.156 -2.662 8.725
H -2.822 2.028 7.707
H -1.716 0.722 7.805
H -2.142 1.419 9.315
C 5.235 7.263 -2.636
O 4.974 8.180 -1.610
P 4.797 7.750 -0.076
O 4.567 8.949 0.742
O 3.678 6.570 -0.046
C 2.297 6.907 0.005
O 6.193 6.966 0.275
C 7.374 7.684 0.535
H 5.195 6.237 -2.268
H 6.212 7.462 -3.078
H 4.517 7.288 -3.455
H 1.779 6.609 0.916
H 1.764 6.447 -0.827
H 2.112 7.975 -0.107
H 8.168 7.091 0.988
H 7.409 8.466 1.293
H 7.870 8.036 -0.370
C 4.378 4.268 4.735
O 3.322 4.296 5.700
P 3.335 3.184 6.936
O 2.105 3.168 7.758
O 3.637 1.808 6.105
C 2.553 0.780 6.063
O 4.716 3.555 7.691
C 4.939 2.943 8.983
H 4.718 5.303 4.707
H 4.088 4.010 3.717
H 5.267 3.715 5.039
H 1.890 0.947 5.215
H 2.004 0.767 7.005
H 3.073 -0.164 5.898
H 6.006 2.783 9.143
H 4.481 1.991 9.249
H 4.695 3.659 9.768
C 0.105 -8.422 -3.778
O -0.555 -7.369 -4.541
P -2.013 -7.683 -5.133
O -2.885 -8.369 -4.137
O -1.648 -8.490 -6.507
C -2.695 -9.204 -7.111
O -2.510 -6.216 -5.661
C -2.376 -5.092 -4.716
H -0.526 -8.948 -3.062
H 0.987 -8.028 -3.272
H 0.343 -9.191 -4.512
H -2.238 -10.047 -7.630
H -3.338 -8.722 -7.848
H -3.280 -9.736 -6.360
H -3.352 -4.645 -4.526
H -1.819 -4.338 -5.273
H -1.930 -5.356 -3.757
C -8.035 -1.266 -0.051
O -8.565 -0.597 1.157
P -9.045 0.917 0.913
O -10.054 1.073 -0.150
O -7.650 1.660 0.732
C -7.474 3.084 0.596
O -9.475 1.295 2.444
C -8.544 1.108 3.502
H -7.767 -2.317 0.051
H -7.114 -0.828 -0.435
H -8.720 -1.201 -0.897
H -6.586 3.275 1.198
H -8.278 3.646 1.072
H -7.429 3.542 -0.393
H -7.540 0.878 3.146
H -8.904 0.242 4.058
H -8.598 1.967 4.171
C -3.680 2.938 -2.956
O -4.961 2.459 -3.143
P -5.196 1.332 -4.298
O -4.164 0.234 -4.300
O -6.797 0.864 -4.161
C -7.621 0.254 -5.185
O -5.176 2.208 -5.653
C -5.979 3.303 -5.706
H -2.945 2.269 -3.405
H -3.617 3.118 -1.883
H -3.729 3.948 -3.361
H -7.742 -0.829 -5.164
H -7.209 0.393 -6.185
H -8.591 0.742 -5.280
H -5.467 4.046 -6.317
H -6.359 3.840 -4.837
H -6.899 3.196 -6.280
C 5.527 -1.171 1.991
O 6.889 -0.867 1.932
P 7.429 0.600 2.243
O 6.751 1.550 1.360
O 7.166 0.816 3.883
C 7.563 -0.174 4.844
O 9.055 0.587 2.134
C 9.713 -0.194 1.198
H 5.445 -2.230 2.238
H 5.072 -1.140 1.001
H 4.973 -0.539 2.686
H 8.603 -0.430 4.642
H 6.998 -1.101 4.743
H 7.526 0.325 5.813
H 9.875 -1.156 1.686
H 10.688 0.244 0.984
H 9.027 -0.378 0.371
C 4.534 -6.257 -5.148
O 5.274 -6.532 -3.933
P 6.900 -6.740 -4.064
O 7.581 -5.748 -4.926
O 7.479 -6.837 -2.535
C 7.404 -5.779 -1.627
O 6.949 -8.313 -4.554
C 8.222 -8.835 -4.850
H 3.644 -5.768 -4.752
H 4.267 -7.203 -5.619
H 5.001 -5.528 -5.812
H 6.723 -6.217 -0.896
H 7.063 -4.845 -2.073
H 8.407 -5.604 -1.237
H 8.426 -8.894 -5.919
H 8.252 -9.856 -4.470
H 9.041 -8.272 -4.401
```

Results
* LUMO: -0.04 eV
* largest force on an atom: 0.129 hartree/bohr
* HOMO energy: -10.32 eV
* frontier orbital gap: 10.3 eV
* SMILES: O=C1OC[C@@H](F)O1.O=C1OC[C@@H](F)O1.COP(=O)(OC)OC.COP(=O)(OC)OC.COP(=O)(OC)OC.COP(=O)(OC)OC.COP(=O)(OC)OC.COP(=O)(OC)OC.COP(=O)(OC)OC.COP(=O)(OC)OC.COP(=O)(OC)OC.COP(=O)(OC)OC


Number 4 is which compound? C36H96F2O46P10